ORCA calculation (the ωB97M-V functional and the def2-TZVPD basis) on a structure of composition C23H26FGeIIrN6 at a distorted geometry.

Element x y z (Å)
Ir  0.9461  0.1166  0.2198
N  0.1381  -3.0728  3.0263
C  0.7728  -2.1509  2.2975
N  0.1707  -1.3196  1.5086
C  -1.2366  -1.4069  1.3556
N  -3.1910  -0.1041  0.7100
N  -0.9834  0.4276  -0.0601
C  -1.2721  1.2932  -0.9810
C  -0.1559  2.0166  -1.5516
C  -0.2996  2.9761  -2.5435
C  0.7995  3.7100  -2.9552
C  2.0220  3.4746  -2.3466
C  2.1179  2.4575  -1.4127
N  1.0738  1.7210  -1.0370
C  -1.9262  -2.5613  1.9138
C  -3.2191  -2.9733  1.5657
C  -3.8195  -4.0326  2.2179
C  -3.1516  -4.7075  3.2340
C  -1.8384  -4.3857  3.5238
C  -1.2229  -3.3476  2.8434
H  0.6569  -3.6528  3.6680
H  1.8491  -2.1003  2.3924
H  -2.2831  1.4287  -1.3458
H  -1.2740  3.1339  -2.9857
H  0.7160  4.4509  -3.7378
H  2.8970  4.0538  -2.6011
H  3.0693  2.2226  -0.9550
H  -3.7369  -2.4850  0.7523
H  -4.8200  -4.3351  1.9413
H  -3.6420  -5.5053  3.7733
H  -1.2848  -4.9517  4.2628
C  -0.9863  -2.5982  -3.6369
Ge  -1.1046  -2.7148  -1.6610
C  -0.0871  -4.2820  -0.9672
C  -2.9439  -3.8982  -1.6397
C  -1.8484  -0.3653  0.6649
H  -0.8483  -3.6296  -3.9625
H  -0.1325  -1.9903  -3.9258
H  -1.8979  -2.1868  -4.0620
H  -0.2089  -5.0543  -1.7272
H  -0.4702  -4.6349  -0.0117
H  0.9616  -4.0060  -0.8790
H  -2.7402  -4.6737  -2.3705
H  -3.7225  -3.2069  -1.9423
H  -3.0538  -4.2591  -0.6247
H  -3.7544  -0.5091  1.4367
H  -3.5475  0.7338  0.2864
F  0.6176  -1.5256  -1.3456
I  5.9450  -0.8776  -2.6366
C  5.0269  -0.4806  -0.8080
C  5.7672  -0.1988  0.3327
C  5.0850  0.0716  1.5093
C  3.7043  0.0816  1.5061
N  2.9875  -0.1718  0.4013
C  3.6454  -0.4721  -0.7323
H  6.8481  -0.1890  0.3051
H  5.6227  0.2763  2.4239
H  3.1480  0.3087  2.4067
H  3.0375  -0.7097  -1.5962

Values from the calculation:
net charge	+2
maximum force	0.072	Eh/bohr
HOMO (spin up / spin down)	-0.4710 / -0.4708	Ha
calculated total energy	-3798.8748	Eh
LUMO level (spin up / spin down)	-6.9197 / -7.0119	eV
gap between HOMO and LUMO (spin up / spin down)	5.896 / 5.799	eV
spin multiplicity	2
relative energy (zero: lowest compared OMol25 entry of this formula, charge and spin)	0.0	kcal/mol

---

ORCA calculation (the ωB97M-V functional and the def2-TZVPD basis) on a structure of composition CHFLiO3Sr at a distorted geometry.

Element x y z (Å)
Li  -3.2195  0.1411  0.9039
O  -0.5420  -0.4601  0.0822
H  -0.6501  -1.4117  -0.4679
O  1.6008  -0.0404  0.1518
O  -1.8812  -0.4682  -0.3436
C  0.4862  0.3890  0.0911
F  0.1443  1.5614  -0.2292
Sr  4.0616  0.2891  -0.1883

Values from the calculation:
net charge	+3
maximum force	0.090	Eh/bohr
HOMO	-0.8303	Ha
calculated total energy	-401.3006	Eh
LUMO level	-12.6753	eV
gap between HOMO and LUMO	9.919	eV
spin multiplicity	1